Entry 1:
10
Properties=species:S:1:pos:R:3:nbo_charge:R:1 method="wB97M-V/def2-TZVPD" homo_energy_ev=-10.830 smiles="[H]/N=C1/NO1.C#C" e_tot_ev=-8198.3051 e_above_lowest_ev=5.580
O -2.4005 -0.3096 -0.0127 -0.36
C -1.3699 0.4626 -0.3260 0.66
N -0.8502 1.1979 -1.1899 -0.72
C 1.7939 -0.0638 -0.0344 -0.24
C 2.1502 -0.9445 0.7058 -0.27
N -1.2121 -0.0610 0.9427 -0.31
H -1.4425 1.2885 -2.0123 0.37
H 1.4253 0.7105 -0.6798 0.26
H 2.4952 -1.7135 1.3618 0.24
H -0.6424 -0.9116 0.8732 0.37

=====

Entry 2:
10
Properties=species:S:1:pos:R:3:nbo_charge:R:1 method="wB97M-V/def2-TZVPD" homo_energy_ev=-9.651 smiles="O=CNC1=NC1" e_tot_ev=-8201.2372 e_above_lowest_ev=2.648
N -1.1179 -0.0260 -0.2126 -0.63
C -0.8570 -0.9437 0.8007 0.54
O 0.2463 -1.1724 1.2302 -0.54
C 1.3558 0.5513 -0.3407 -0.28
C -0.0179 0.6687 -0.6090 0.33
N 0.5136 1.5606 -1.3118 -0.35
H -2.0490 0.1451 -0.5642 0.42
H -1.7501 -1.4382 1.1966 0.13
H 1.8931 -0.3017 -0.7636 0.19
H 1.7832 0.9564 0.5745 0.20

=====

Entry 3:
10
Properties=species:S:1:pos:R:3:nbo_charge:R:1 method="wB97M-V/def2-TZVPD" homo_energy_ev=-10.422 e_tot_ev=-8199.8338 e_above_lowest_ev=4.052
C -0.3052 1.5831 -0.0259 -0.71
C 0.0777 0.1380 -0.0410 0.02
C 1.3717 -0.2214 -0.0657 0.24
H -1.2947 1.9150 -0.6365 0.26
H -0.4888 1.8675 1.1822 0.25
H 0.5762 2.2108 -0.4412 0.27
H -2.1467 0.2678 0.4534 0.45
N -0.6572 -0.8820 -0.0756 0.00
N 2.5068 -0.4820 0.0852 -0.25
O -2.0573 -0.7139 0.0213 -0.52

=====

Entry 4:
10
Properties=species:S:1:pos:R:3:nbo_charge:R:1 method="wB97M-V/def2-TZVPD" homo_energy_ev=-10.186 e_tot_ev=-8201.7667 e_above_lowest_ev=2.119
O 3.0821 0.2784 -0.2652 -0.53
C 2.1619 0.1782 -0.9344 0.52
N 0.2859 -1.3549 0.3583 -0.55
C -0.8468 -0.8231 0.1591 0.05
C -0.9841 0.6606 0.1265 0.05
N 0.0339 1.3985 0.2833 -0.55
H 0.2309 -2.3695 0.2683 0.34
H -1.7652 -1.3868 -0.0540 0.16
H -1.9927 1.0368 -0.0939 0.16
H -0.2060 2.3818 0.1520 0.34

=====

Entry 5:
10
Properties=species:S:1:pos:R:3:nbo_charge:R:1 method="wB97M-V/def2-TZVPD" homo_energy_ev=-9.373 e_tot_ev=-8198.4158 e_above_lowest_ev=5.470
N 0.2198 -1.0585 1.6407 -0.83
C 0.0327 -0.0327 0.7221 0.33
N -0.1457 1.2027 0.9120 -0.01
O -0.3036 2.0282 -0.0362 -0.36
C -0.2053 0.9182 -1.6470 -0.02
C -0.0045 -0.2485 -1.1633 -0.37
H -0.5193 -1.7533 1.6646 0.38
H 1.1371 -1.4918 1.6228 0.38
H -0.3651 1.7362 -2.3303 0.25
H 0.1538 -1.3005 -1.3855 0.25

=====

Entry 6:
10
Properties=species:S:1:pos:R:3:nbo_charge:R:1 method="wB97M-V/def2-TZVPD" homo_energy_ev=-10.109 smiles=Cc1cnno1 e_tot_ev=-8199.3279 e_above_lowest_ev=4.558
C 1.5404 -0.2146 -0.0318 -0.67
C -0.0226 -0.2248 -0.0733 0.30
C -0.9034 0.7741 -0.0422 -0.20
H 1.6451 -0.8325 1.0028 0.26
H 1.6198 1.0540 0.2753 0.23
H 2.1324 -0.4776 -0.9747 0.26
H -0.8618 1.7239 -0.0522 0.20
N -2.1644 0.4159 -0.0511 -0.16
N -2.1722 -0.8104 0.0220 0.11
O -0.8133 -1.4080 -0.0749 -0.34

=====

Entry 7:
10
Properties=species:S:1:pos:R:3:nbo_charge:R:1 method="wB97M-V/def2-TZVPD" homo_energy_ev=-9.941 smiles=N#[N+][O-].C#CC e_tot_ev=-8199.4540 e_above_lowest_ev=4.431
C -1.5714 -0.1152 -0.1547 -0.69
C -0.2794 0.5529 -0.0056 -0.02
C 0.6408 1.3193 0.1220 -0.28
O 2.6877 -0.2094 0.2438 -0.34
N 1.8705 -1.0589 0.1282 0.44
N 0.9738 -1.7258 0.0125 -0.07
H -1.6467 -0.6804 -1.0899 0.24
H -1.7930 -0.7946 0.6757 0.24
H -2.3131 0.6894 -0.1654 0.24
H 1.4307 2.0226 0.2333 0.24

=====

Entry 8:
10
Properties=species:S:1:pos:R:3:nbo_charge:R:1 method="wB97M-V/def2-TZVPD" homo_energy_ev=-9.308 smiles=Nc1cnco1 e_tot_ev=-8202.3422 e_above_lowest_ev=1.543
N -1.6271 -0.4882 -0.3199 -0.87
C -0.3670 -0.0147 -0.0769 0.35
C 0.6523 -0.7984 0.2543 -0.14
N 1.8095 -0.0424 0.4257 -0.45
C 1.3897 1.1632 0.1806 0.32
O 0.0784 1.2870 -0.1341 -0.41
H -2.2852 -0.5831 0.4282 0.39
H -1.8771 -0.7964 -1.2394 0.39
H 0.2747 -1.8197 0.2901 0.23
H 1.9518 2.0927 0.1915 0.19

=====

Entry 9:
10
Properties=species:S:1:pos:R:3:nbo_charge:R:1 method="wB97M-V/def2-TZVPD" homo_energy_ev=-9.275 smiles=Nc1ccon1 e_tot_ev=-8202.1037 e_above_lowest_ev=1.782
N 0.2082 -0.7770 -1.6670 -0.80
C -0.0601 -0.0439 -0.5196 0.30
N -0.5815 1.1579 -0.5848 -0.19
O -0.7424 1.5672 0.7285 -0.28
C -0.3062 0.6024 1.5407 0.16
C 0.1342 -0.4605 0.8325 -0.40
H 1.1036 -1.2482 -1.6449 0.38
H 0.1183 -0.2061 -2.4983 0.39
H -0.3687 0.8116 2.5996 0.21
H 0.4945 -1.4034 1.2133 0.24

=====

Entry 10:
10
Properties=species:S:1:pos:R:3:nbo_charge:R:1 method="wB97M-V/def2-TZVPD" homo_energy_ev="-9.403 / -9.404" e_tot_ev=-8199.5750 e_above_lowest_ev=4.310
N -1.6407 0.2054 -1.9302 -0.69
C -0.5751 0.2290 -1.2788 0.68
O 0.5946 0.3472 -1.4943 -0.46
C 1.5655 -0.2091 1.0092 -0.51
C 0.3478 -0.1112 1.5272 0.33
N -0.8674 0.0218 1.5668 -0.52
H -2.5113 -0.0832 -1.5180 0.39
H -1.1214 0.1253 0.2940 0.29
H 2.2018 0.6676 0.9375 0.25
H 2.0061 -1.1929 0.8866 0.24

=====

Entry 11:
10
Properties=species:S:1:pos:R:3:nbo_charge:R:1 method="wB97M-V/def2-TZVPD" homo_energy_ev=-9.942 smiles="[H]/N=C/OCC#N" e_tot_ev=-8200.5877 e_above_lowest_ev=3.298
N -0.3314 -1.1302 -1.9575 -0.66
C -0.2836 -0.6283 -0.8031 0.36
O 0.5096 0.4939 -0.6575 -0.49
C 0.7102 1.1328 0.5904 -0.14
C -0.1041 0.4010 1.5802 0.27
N -0.8096 -0.5254 1.5883 -0.35
H -0.9487 -1.9365 -1.9115 0.34
H -0.9099 -1.0822 0.1831 0.21
H 0.3977 2.1796 0.5242 0.23
H 1.7698 1.0953 0.8634 0.23

=====

Entry 12:
10
Properties=species:S:1:pos:R:3:nbo_charge:R:1 method="wB97M-V/def2-TZVPD" homo_energy_ev=-9.794 smiles="NC1=N[C@@H]1C=O" e_tot_ev=-8201.0842 e_above_lowest_ev=2.801
N 1.7351 0.2580 -0.6768 -0.81
C 0.5113 0.5734 -0.1477 0.44
N 0.0235 1.2946 0.7528 -0.36
C -0.9774 0.4850 -0.0427 -0.27
C -1.2846 -0.8929 0.4260 0.40
O -0.3636 -1.6178 0.7421 -0.54
H 2.4744 0.8244 -0.2748 0.39
H 2.0053 -0.7224 -0.7066 0.41
H -1.8061 1.0818 -0.4610 0.21
H -2.3180 -1.2839 0.3888 0.12